{
  "formula": "C23H56N9O8Si",
  "method": "ωB97M-V with the def2-TZVPD basis set",
  "charge": 1,
  "lumo_energy_ev": -3.38,
  "species": ["C", "Si", "C", "C", "C", "C", "C", "C", "N", "H", "H", "H", "H", "H", "H", "H", "H", "H", "H", "H", "H", "H", "H", "H", "H", "O", "C", "N", "C", "H", "H", "H", "H", "H", "O", "C", "N", "C", "H", "H", "H", "H", "H", "O", "C", "N", "C", "H", "H", "H", "H", "H", "O", "C", "N", "C", "H", "H", "H", "H", "H", "O", "C", "N", "C", "H", "H", "H", "H", "H", "O", "C", "N", "C", "H", "H", "H", "H", "H", "O", "C", "N", "C", "H", "H", "H", "H", "H", "O", "C", "N", "C", "H", "H", "H", "H", "H"],
  "coordinates": [[-5.91200, -3.46211, 0.37405], [-4.02728, -3.59100, 0.41011], [-3.24392, -3.09322, -1.21017], [-3.56519, -5.35435, 0.93347], [-3.30763, -2.43587, 1.78840], [-3.18655, -0.95396, 1.36970], [-3.61358, -0.22255, 2.65383], [-4.48102, -1.17831, 3.35242], [-4.26192, -2.36030, 2.92113], [-6.33467, -2.74664, 1.07774], [-6.34125, -4.43143, 0.60390], [-6.22250, -3.13775, -0.61385], [-4.02349, -2.78375, -1.89961], [-2.73751, -3.96545, -1.61154], [-2.52114, -2.29429, -1.08386], [-4.44389, -5.98816, 0.87213], [-3.20858, -5.39057, 1.96166], [-2.78974, -5.72985, 0.27455], [-2.34629, -2.79389, 2.15447], [-2.18043, -0.62019, 1.15380], [-3.88251, -0.71932, 0.56760], [-2.71287, -0.22713, 3.29204], [-3.91034, 0.81716, 2.62309], [-5.19375, -0.96158, 4.13312], [-4.71639, -3.20438, 3.24253], [-0.77554, 1.21641, 1.61937], [0.35709, 1.03024, 2.06628], [1.43749, 1.12282, 1.28452], [0.58923, 0.67540, 3.51587], [2.37102, 0.96953, 1.61587], [1.32416, 1.35454, 0.31103], [0.06080, -0.24983, 3.74374], [0.18612, 1.47069, 4.14131], [1.64303, 0.53995, 3.74966], [-0.57815, -2.04542, -2.63749], [-0.48521, -0.92780, -3.13098], [-0.14976, -0.72548, -4.41728], [-0.72686, 0.32241, -2.31568], [-0.06063, 0.20013, -4.81617], [0.02407, -1.53485, -4.98799], [-0.03044, 0.33498, -1.47788], [-1.74278, 0.29615, -1.92182], [-0.59384, 1.22954, -2.90206], [3.12085, 1.62051, -0.90428], [3.97870, 2.16441, -1.58141], [3.76388, 3.36742, -2.16600], [5.32633, 1.53297, -1.82244], [4.43044, 3.80655, -2.77535], [2.86561, 3.80496, -2.04672], [5.17929, 0.56646, -2.30018], [5.81588, 1.37029, -0.86432], [5.97070, 2.14553, -2.45110], [3.42209, -3.30483, 0.99461], [2.28917, -3.47661, 0.59123], [1.52582, -4.51718, 1.03498], [1.64939, -2.57111, -0.43712], [0.60042, -4.67769, 0.68777], [1.93144, -5.16963, 1.69815], [2.24389, -2.60205, -1.34752], [1.65554, -1.55112, -0.05223], [0.62844, -2.84735, -0.68399], [-2.99685, 4.09629, 3.96947], [-3.55618, 4.19071, 2.89558], [-3.32217, 3.29436, 1.89563], [-4.54796, 5.28866, 2.59040], [-3.76923, 3.34397, 1.00024], [-2.64200, 2.56421, 2.05812], [-4.05211, 6.24980, 2.70743], [-5.36460, 5.23346, 3.30734], [-4.95541, 5.22175, 1.58252], [0.67686, 2.00736, -5.08118], [1.55839, 2.80774, -5.35778], [1.27658, 4.09965, -5.63118], [3.01186, 2.41072, -5.40803], [1.98343, 4.77324, -5.85756], [0.31430, 4.39053, -5.60763], [3.13444, 1.62076, -6.14627], [3.30170, 2.02114, -4.43395], [3.66534, 3.24165, -5.66682], [4.45658, 6.35350, -3.90039], [4.80998, 7.03068, -2.95007], [5.14259, 6.43536, -1.77592], [4.89741, 8.53466, -3.00323], [5.43598, 6.92756, -0.95413], [5.07603, 5.43403, -1.77606], [3.91654, 8.93434, -3.25202], [5.59487, 8.81654, -3.78919], [5.22941, 8.96954, -2.06211], [2.18209, -6.59703, 3.16838], [1.48375, -6.75819, 4.14922], [0.21899, -6.25351, 4.22154], [1.96079, -7.52543, 5.35649], [-0.36836, -6.38157, 5.02243], [-0.12502, -5.73274, 3.43450], [2.85528, -7.04289, 5.74451], [2.22002, -8.53585, 5.04771], [1.21347, -7.57704, 6.14693]]
}

{
  "formula": "C25H24F25N3O7S2",
  "method": "ωB97M-V with the def2-TZVPD basis set",
  "charge": 0,
  "lumo_energy_ev": -2.76,
  "de_lowest_kcal_mol": 378.4,
  "species": ["C", "C", "N", "C", "C", "C", "N", "O", "C", "C", "C", "C", "F", "F", "C", "F", "F", "S", "F", "F", "F", "F", "F", "C", "C", "O", "O", "C", "S", "N", "C", "C", "O", "O", "H", "H", "H", "H", "H", "H", "H", "H", "H", "H", "H", "H", "H", "H", "H", "H", "C", "C", "C", "F", "F", "F", "F", "O", "C", "C", "F", "F", "F", "F", "H", "H", "H", "H", "C", "C", "C", "F", "F", "F", "F", "O", "C", "C", "F", "F", "F", "F", "H", "H", "H", "H"],
  "coordinates": [[-0.97111, 5.14578, 2.87264], [-0.10428, 4.03102, 2.66333], [0.99080, 3.07972, 2.14324], [2.24581, 2.96712, 2.98359], [2.77281, 3.98357, 3.93357], [0.77035, 2.38111, 0.94955], [-0.56167, 2.56647, 0.25802], [-0.23508, 3.14254, -0.94303], [-1.23103, 1.21231, -0.04932], [-2.73369, 1.07271, 0.63374], [-3.62536, 2.44656, 0.58255], [-4.17442, 2.82751, -0.95146], [-4.74519, 1.52048, -1.45737], [-3.06669, 3.14194, -1.89774], [-5.42161, 3.87818, -0.96183], [-6.40995, 3.62061, 0.15042], [-6.20213, 3.60616, -2.22615], [-5.00409, 5.68811, -0.96917], [-3.48498, 5.49921, -0.21021], [-5.70204, 5.78529, 0.63189], [-6.60903, 6.03055, -1.56360], [-4.36610, 5.68661, -2.55704], [-4.74800, 7.38745, -0.92950], [-0.25205, -0.07742, 0.20455], [-0.33909, -0.74029, 1.70031], [-0.84903, -1.98919, 1.83140], [0.08378, -0.08267, 2.96070], [1.31396, 0.24942, -0.28640], [1.23634, 0.38509, -2.15094], [1.85130, 1.45833, 0.43720], [2.94912, 2.17477, -0.30876], [4.26775, 1.18852, -0.60295], [4.53570, 0.08322, 0.10884], [5.14621, 1.61478, -1.70373], [-1.77187, 5.90486, 3.32147], [2.89418, 1.97855, 2.82090], [3.02823, 5.07274, 3.56470], [2.97604, 3.60589, 5.04765], [0.06901, 4.08220, -0.77532], [-1.43013, 1.24484, -1.22640], [-2.69152, 0.75154, 1.78274], [-3.23983, 0.14389, 0.08511], [-4.55061, 2.28517, 1.29841], [-2.98958, 3.31777, 1.03865], [-0.61982, -0.92396, -0.55303], [1.93525, -0.69700, 0.03526], [0.21909, -0.52679, -2.57985], [2.60255, 2.76533, -1.26513], [3.37170, 3.00630, 0.43626], [5.02211, 2.61563, -1.86017], [-4.41532, -3.59266, 0.55974], [-4.95564, -2.17480, 0.32047], [-6.41372, -1.97135, 0.71271], [-7.25261, -2.76022, 0.00097], [-6.80048, -0.68980, 0.46761], [-4.73751, -1.82619, -0.97604], [-4.18918, -1.31878, 1.06730], [-4.38957, -4.45389, -0.58120], [-5.60662, -5.14728, -0.85175], [-6.21905, -4.76490, -2.20450], [-6.50771, -3.43930, -2.26411], [-7.38831, -5.42479, -2.41827], [-6.46239, -4.97200, 0.18337], [-5.28504, -6.46946, -0.85010], [-3.35952, -3.47925, 0.83554], [-4.87289, -4.07641, 1.43113], [-6.57121, -2.16439, 1.77695], [-5.53572, -4.99847, -3.02596], [7.06161, -3.29354, 0.73749], [7.79825, -2.03264, 0.26104], [7.33196, -1.48921, -1.08376], [7.52349, -2.37398, -2.09031], [8.03758, -0.37517, -1.41999], [9.13756, -2.26990, 0.26269], [7.59355, -1.06298, 1.20754], [7.72629, -4.53610, 0.49590], [7.51040, -5.10446, -0.79467], [8.80039, -5.21919, -1.61562], [9.37163, -4.00408, -1.81882], [8.55422, -5.74096, -2.84667], [6.53832, -4.41057, -1.43349], [6.99709, -6.34439, -0.56951], [7.00681, -3.22552, 1.83111], [6.01390, -3.31683, 0.41427], [6.27470, -1.21319, -1.05759], [9.53268, -5.85592, -1.11101]]
}

{
  "formula": "C16H24EuI2LaN2O3S2",
  "method": "ωB97M-V with the def2-TZVPD basis set",
  "charge": 4,
  "lumo_energy_ev": [-13.05, -15.66],
  "spin_multiplicity": 7,
  "species": ["I", "I", "La", "Eu", "S", "S", "C", "C", "C", "C", "C", "C", "C", "C", "C", "C", "C", "O", "O", "O", "H", "H", "H", "H", "H", "H", "H", "H", "H", "H", "H", "H", "H", "H", "H", "H", "H", "H", "N", "C", "C", "C", "N", "C", "C", "H", "H", "H", "H", "H", "H"],
  "coordinates": [[0.56524, -3.89270, 1.43727], [0.27823, 0.27046, -5.95960], [0.50015, 0.88672, -2.99908], [0.27828, -0.97860, 0.72840], [1.90820, -1.10743, -1.74520], [-1.29744, -0.66038, -1.63478], [2.44964, 0.55467, 1.74486], [3.75732, -1.24012, -1.90974], [-3.09464, -0.30572, -1.38915], [4.13657, -1.08517, -3.37861], [4.39724, -0.16007, -1.04777], [4.10919, -2.64522, -1.42031], [-3.82443, -0.53488, -2.70520], [-3.25488, 1.14070, -0.95130], [-3.58629, -1.32122, -0.36290], [2.35642, 2.51023, -2.30393], [-0.46536, 3.10946, -2.21212], [3.19714, 1.34999, 2.13245], [3.10197, 3.32968, -1.96826], [-0.87231, 4.13033, -1.86605], [3.85794, -0.10064, -3.77700], [3.66382, -1.86746, -3.98675], [5.22591, -1.18894, -3.48422], [4.07012, 0.84589, -1.36850], [5.49890, -0.23918, -1.13868], [4.12616, -0.30504, 0.00779], [3.76990, -2.82071, -0.39417], [5.19543, -2.78884, -1.46519], [3.64119, -3.40306, -2.06159], [-4.89600, -0.34256, -2.57040], [-3.71001, -1.57081, -3.03652], [-3.46404, 0.12833, -3.49481], [-4.28012, 1.33025, -0.58505], [-3.08950, 1.80381, -1.80711], [-2.53739, 1.42072, -0.16982], [-4.66047, -1.18316, -0.19777], [-3.07576, -1.23940, 0.60283], [-3.42084, -2.33392, -0.75098], [-2.36817, 1.18411, 6.29116], [-1.84592, 0.94623, 5.06007], [-0.65255, 0.18914, 4.91914], [-0.20948, -0.10971, 3.62995], [-0.83073, 0.35198, 2.51249], [-1.91120, 1.17309, 2.65902], [-2.47186, 1.46019, 3.89522], [-1.92582, 0.82855, 7.13095], [-3.23042, 1.69431, 6.41960], [-0.09225, -0.15557, 5.78973], [0.67714, -0.74993, 3.48163], [-2.31558, 1.61067, 1.74414], [-3.37867, 2.08089, 3.95589]]
}

{
  "formula": "C5H6N2",
  "method": "ωB97M-V with the def2-TZVPD basis set",
  "charge": 0,
  "smiles": "[H]/N=C(C)/N=C\\C#C",
  "lumo_energy_ev": 0.48,
  "de_lowest_kcal_mol": 106.5,
  "species": ["H", "N", "C", "C", "N", "C", "C", "C", "H", "H", "H", "H", "H"],
  "coordinates": [[1.81195, -0.93347, -1.22445], [0.99297, -0.41476, -1.51770], [0.31317, 0.32985, -0.77281], [0.76824, 1.56404, -0.06627], [-1.29104, 0.39254, -1.04278], [-1.74560, -0.44418, -0.21746], [-0.68729, -1.08955, 0.69634], [-0.20925, -1.78855, 1.56271], [1.26504, 1.28411, 0.86577], [1.44814, 2.11315, -0.72138], [-0.07092, 2.21229, 0.18171], [-2.76500, -0.82165, -0.08899], [0.16962, -2.40383, 2.34532]]
}

{
  "formula": "C6H17NO3",
  "method": "ωB97M-V with the def2-TZVPD basis set",
  "charge": 0,
  "smiles": "C/C=C/C=C/NC.O.O.O",
  "lumo_energy_ev": 0.73,
  "de_lowest_kcal_mol": 60.9,
  "species": ["C", "C", "C", "C", "C", "N", "C", "H", "H", "H", "H", "H", "H", "H", "H", "H", "H", "H", "O", "H", "H", "O", "H", "H", "O", "H", "H"],
  "coordinates": [[2.95556, -2.04796, -0.57214], [1.69936, -1.21697, -0.59997], [0.63915, -1.65705, -1.27119], [-0.62313, -0.93664, -1.48338], [-1.32741, -0.30684, -0.52856], [-2.28692, 0.64755, -0.82981], [-3.25527, 1.04068, 0.19659], [3.79582, -1.56478, -0.05209], [2.90356, -2.81442, 0.20978], [3.33010, -2.27414, -1.56816], [1.82872, -0.18808, -0.29376], [0.73795, -2.63782, -1.73147], [-0.97797, -0.85876, -2.50000], [-1.14184, -0.50535, 0.51854], [-2.67968, 0.59800, -1.75815], [-3.44693, 2.10468, 0.04056], [-2.84524, 0.91375, 1.19398], [-4.19647, 0.49617, 0.09895], [0.61790, 2.12421, -0.61900], [0.54964, 1.18140, -0.84221], [-0.29006, 2.43020, -0.75529], [0.18131, -0.58818, 2.25874], [0.53569, 0.28286, 2.52331], [-0.47818, -0.79427, 2.92830], [1.13476, 1.92092, 2.05581], [1.12907, 1.88485, 1.07255], [1.51050, 2.76601, 2.30808]]
}

{
  "formula": "C9H31KO9",
  "method": "ωB97M-V with the def2-TZVPD basis set",
  "charge": 0,
  "lumo_energy_ev": -0.50,
  "de_lowest_kcal_mol": 435.8,
  "species": ["K", "C", "C", "O", "O", "H", "H", "H", "C", "O", "H", "H", "H", "H", "C", "O", "H", "H", "H", "H", "C", "O", "H", "H", "H", "H", "C", "O", "H", "H", "H", "H", "C", "O", "H", "H", "H", "H", "C", "O", "H", "H", "H", "H", "C", "O", "H", "H", "H", "H"],
  "coordinates": [[1.19983, 2.17500, -1.78319], [-1.27261, 0.42879, 0.75388], [-0.06465, 0.53489, -0.21242], [1.08203, 0.25669, 0.23888], [-0.17342, 0.91164, -1.37822], [-0.97966, 0.37735, 1.80252], [-1.87375, -0.45248, 0.53006], [-1.93747, 1.29225, 0.73127], [3.06825, -0.21548, -0.94063], [1.81788, 0.11643, -1.46983], [3.73764, -0.55944, -1.72910], [3.60438, 0.69364, -0.66828], [3.26473, -0.86662, -0.08886], [1.12266, -0.01479, -0.82096], [0.36037, -1.42958, -2.03082], [-0.21972, -2.32778, -3.00879], [0.01544, -1.73795, -1.04389], [1.43526, -1.60580, -1.99018], [-0.04315, -0.44071, -2.24849], [-0.23460, -3.23002, -2.68114], [-3.13012, 1.24937, -1.59522], [-2.01584, 0.91254, -2.34655], [-2.92977, 2.09896, -0.94241], [-3.88867, 1.59092, -2.29953], [-3.57543, 0.43477, -1.02408], [-1.22961, 0.94886, -1.79689], [2.26147, 1.12108, 2.32176], [1.47089, 2.01362, 1.57454], [2.86387, 1.66106, 3.05225], [1.67981, 0.40800, 2.90596], [2.97436, 0.64147, 1.65105], [1.06811, 1.44664, 0.91281], [1.39551, -2.24461, 1.03385], [1.26444, -0.99511, 1.70519], [1.84278, -2.10908, 0.04912], [2.19125, -2.83634, 1.48636], [0.45179, -2.77776, 0.91879], [0.99263, -0.32501, 1.07378], [-2.43912, -1.54201, -1.56393], [-2.11120, -2.10335, -0.30038], [-3.50336, -1.67532, -1.75808], [-2.40086, -0.45397, -1.51080], [-1.85654, -1.99159, -2.36802], [-1.31245, -1.64360, -0.03162], [-0.39143, 2.15755, 2.61200], [-1.40905, 2.27829, 3.51731], [0.46548, 2.75587, 2.92154], [0.04232, 1.15757, 2.60680], [-0.78048, 2.45816, 1.63919], [-1.90023, 1.45698, 3.59340]]
}

Q: Which M values were calculated for the entries above? A: 614.842 1017.565 901.191 94.117 151.206 322.436, in u.
Q: Which calculated total energy values were calculated for the entries above? A: -2294.20692 -4950.14408 -3091.43114 -303.46639 -519.22975 -1637.84410, in Ha.